Computed, not measured: 2 unconnected molecules or ions with the total composition C4H6N2, with ωB97M-V/def2-TZVPD.

Properties
LUMO level   0.70 eV
Electronic energy   -7222.1458 eV
Relative energy (zero: lowest compared OMol25 entry of this formula, charge and spin)   332.4 kJ/mol
HOMO-LUMO gap   9.3 eV
HOMO level   -8.6 eV
Structure (SMILES)   CC#CN.C#N

Structure (XYZ):
```
12
Properties=species:S:1:pos:R:3:forces:R:3
H -1.4745 -0.4458 1.6098 -0.2 -0.4 0.7
C 0.1702 -0.5458 0.4565 -0.1 -0.8 -0.6
C 1.1812 -0.1372 -0.0482 0.7 -0.4 -1.0
N -2.2950 1.1784 -0.4421 -0.8 0.1 0.3
H -0.7161 2.0820 -1.6468 -0.1 0.4 -0.1
N 2.3255 0.0879 -0.8355 -1.2 3.1 0.4
H -1.7791 -1.6847 0.4691 1.0 -0.1 -0.2
C -1.5577 1.7880 -1.0630 0.8 -0.5 -0.3
H 3.1403 -0.2762 -0.3698 0.3 0.1 0.1
H 2.4282 1.1718 -0.9995 0.1 -2.9 0.5
C -0.9677 -1.2549 1.0851 0.7 1.0 0.7
H -0.4553 -1.9634 1.7845 -1.1 0.3 -0.4
```
Positions in Å, forces in eV/Å.

Results of the Mulliken charge analysis, in e, for atoms 1 through 8:
1 H 0.318
2 C -0.330
3 C 0.617
4 N -0.364
5 H 0.247
6 N -0.566
7 H 0.282
8 C 0.106

***

Computed, not measured: a single C4H6N2 molecule, with ωB97M-V/def2-TZVPD.

Properties
LUMO level   -1.90 eV
Electronic energy   -7217.9173 eV
Relative energy (zero: lowest compared OMol25 entry of this formula, charge and spin)   740.4 kJ/mol
HOMO-LUMO gap   5.7 eV
HOMO level   -7.6 eV

Structure (XYZ):
```
12
Properties=species:S:1:pos:R:3:forces:R:3
H -1.5798 -0.1574 1.3849 -0.1 -0.1 0.0
C 0.6311 -0.9889 -0.3410 -2.6 -0.8 1.2
H 3.0122 -0.1817 -0.0925 0.0 0.1 0.1
H -2.4904 1.2897 0.7047 -1.0 -0.7 -0.2
H 0.4457 -2.0429 -0.6747 0.9 0.5 -0.4
C -1.0758 0.6039 -0.5837 -3.0 -0.2 1.0
N 1.1938 -0.9207 0.9229 2.8 0.4 -2.2
N -0.0036 -0.0548 -1.0317 0.7 -1.6 -1.0
C -1.9214 0.3828 0.5077 2.8 1.3 -0.1
C 1.9910 0.0251 0.2252 -2.6 -0.4 2.9
H -1.7188 1.0453 -1.3534 1.1 1.0 -0.2
H 1.5160 0.9995 0.3317 1.0 0.4 -1.0
```
Positions in Å, forces in eV/Å.

Results of the Mulliken charge analysis, in e, for atoms 1 through 8:
1 H 0.316
2 C 0.100
3 H 0.271
4 H 0.273
5 H 0.399
6 C -0.024
7 N -0.414
8 N -0.544

***

Computed, not measured: a molecular structure, C4H6N2, with ωB97M-V/def2-TZVPD.

Properties
LUMO level   0.87 eV
Electronic energy   -7220.1805 eV
Relative energy (zero: lowest compared OMol25 entry of this formula, charge and spin)   522.0 kJ/mol
HOMO-LUMO gap   9.2 eV
HOMO level   -8.3 eV

Structure (XYZ):
```
12
Properties=species:S:1:pos:R:3:forces:R:3
H 2.0561 0.8287 -0.6744 -0.5 0.0 0.1
C 0.0243 0.9604 0.6540 0.2 0.7 0.2
C 0.0504 -0.2915 -0.9735 -0.3 -1.3 0.2
H -1.1657 -2.0824 -0.1080 -0.6 0.2 -0.4
C -1.0081 0.0082 -0.0424 -0.2 0.9 -0.2
C 1.1432 0.4248 -0.2331 -0.1 0.4 0.1
H -2.0102 0.3340 -0.2817 -0.1 0.1 0.1
N -0.7062 -1.3311 0.3816 1.2 0.0 -1.8
H -0.1691 1.9991 0.8655 0.1 0.0 0.5
H 0.0216 -0.2643 -2.0721 -0.3 -1.1 0.5
N 1.0871 0.1807 1.1901 0.2 -0.1 0.3
H 0.6767 -0.7666 1.2940 0.5 0.2 0.3
```
Positions in Å, forces in eV/Å.

Results of the Mulliken charge analysis, in e, for atoms 1 through 8:
1 H 0.374
2 C -0.485
3 C -0.375
4 H 0.206
5 C 0.318
6 C -0.385
7 H 0.491
8 N -0.711

***

Computed, not measured: a single C4H6N2 molecule, with ωB97M-V/def2-TZVPD.

Properties
LUMO level   1.06 eV
Electronic energy   -7221.1288 eV
Relative energy (zero: lowest compared OMol25 entry of this formula, charge and spin)   430.5 kJ/mol
HOMO-LUMO gap   9.5 eV
HOMO level   -8.5 eV

Structure (XYZ):
```
12
Properties=species:S:1:pos:R:3:forces:R:3
C 0.3148 -0.4119 1.0068 -0.2 -0.3 0.0
N 0.9871 -0.3951 -1.5039 -0.1 2.2 3.4
H -1.9616 -0.7008 -0.6644 0.2 0.0 -0.2
H 1.9736 -0.5102 -1.5716 0.2 -0.9 -1.6
H 0.3884 -1.4638 0.7291 -0.2 0.1 0.0
H -1.6283 0.7975 -1.5468 0.0 -0.2 0.0
H 1.5024 1.4331 0.2792 -0.1 -0.8 -0.8
C -0.1693 -0.7114 -1.9564 0.9 0.4 0.5
H 0.2056 -0.2335 2.0783 0.4 0.1 -0.3
C 0.9156 0.5240 0.0250 -0.4 -0.6 -1.2
N -0.4694 0.5063 0.1798 -0.6 0.2 0.3
C -1.1617 -0.0310 -0.9963 -0.1 -0.2 -0.2
```
Positions in Å, forces in eV/Å.

Results of the Mulliken charge analysis, in e, for atoms 1 through 8:
1 C -0.403
2 N -0.149
3 H 0.281
4 H 0.185
5 H 0.236
6 H 0.249
7 H 0.314
8 C -0.287

***

Computed, not measured: a gas-phase ion, C4H6N2 (charge +1), with ωB97M-V/def2-TZVPD.

Properties
LUMO level (spin up / spin down)   -4.45 / -7.91 eV
Electronic energy   -7216.9067 eV
Relative energy (zero: lowest compared OMol25 entry of this formula, charge and spin)   32.2 kJ/mol
Charge   +1
Multiplicity   2
HOMO-LUMO gap (spin up / spin down)   10.8 / 8.5 eV
HOMO level (spin up / spin down)   -15.3 / -16.4 eV

Structure (XYZ):
```
12
Properties=species:S:1:pos:R:3:forces:R:3
H 1.9466 0.9380 0.4242 0.2 0.0 0.0
H 0.8939 2.2604 -0.0892 0.1 0.2 0.1
H -1.2418 -2.5654 0.3610 -0.4 -0.2 -0.5
H 0.7245 1.5310 1.5626 0.1 0.2 0.0
C 0.9429 1.3579 0.5122 -0.9 -0.1 -0.3
C 0.0270 0.3295 -0.0268 0.6 -0.3 0.7
C -0.9336 -1.6449 -0.1086 0.4 0.2 1.6
N -0.6946 -1.3621 -1.3670 -0.3 -0.6 -0.5
H -1.0151 -0.4477 1.6270 0.7 -0.2 0.4
C -0.1583 -0.1643 -1.3730 0.2 0.8 -0.3
H 0.0302 0.3965 -2.2819 0.3 -0.2 0.1
N -0.5217 -0.6290 0.7595 -0.8 0.0 -1.2
```
Positions in Å, forces in eV/Å.

Results of the Mulliken charge analysis, in e, for atoms 1 through 8:
1 H 0.309
2 H 0.363
3 H 0.379
4 H 0.359
5 C -1.021
6 C 0.543
7 C -0.048
8 N -0.389

***

Computed, not measured: a gas-phase ion, C4H6N2 (charge +2), with ωB97M-V/def2-TZVPD.

Properties
LUMO level   -11.51 eV
Electronic energy   -7201.7187 eV
Relative energy (zero: lowest compared OMol25 entry of this formula, charge and spin)   277.8 kJ/mol
Charge   +2
HOMO-LUMO gap   10.3 eV
HOMO level   -21.9 eV
Structure (SMILES)   C=[N+]=C[N+]#CC

Structure (XYZ):
```
12
Properties=species:S:1:pos:R:3:forces:R:3
H 2.2298 -1.3267 -1.0066 1.0 -0.8 0.4
H 0.5073 -1.3843 -0.9481 0.2 0.9 0.7
H -2.0170 -0.8137 1.4043 -0.1 -1.5 0.6
H -2.5831 0.8668 0.7324 2.0 -1.3 0.6
C 1.5684 0.3247 -0.2667 -0.9 5.0 6.7
N -0.5836 0.6025 1.3372 2.1 1.9 1.5
C 0.4906 1.2486 1.6030 -2.4 -2.7 -2.5
H 0.6760 1.8411 2.4055 0.2 1.6 2.7
N 1.4964 1.0107 0.7077 1.4 -1.6 -3.9
H 1.4026 -0.4959 -2.1042 -0.1 0.9 -1.5
C 1.3720 -0.6784 -1.0602 -0.1 -4.9 -4.1
C -1.7182 0.1646 1.1663 -3.3 2.5 -1.3
```
Positions in Å, forces in eV/Å.

Results of the Mulliken charge analysis, in e, for atoms 1 through 8:
1 H 0.350
2 H 0.356
3 H 0.367
4 H 0.315
5 C 0.698
6 N 0.026
7 C -0.014
8 H 0.464